(1)
ORCA calculation (ωB97M-V/def2-TZVPD) on C7H8O in the gas phase at a distorted geometry.

Values from the calculation:
multiplicity = 1
SMILES string = O=C[C@@H]1C=CC=CC1
molecular weight = 108.1 g mol⁻¹
energy = -346.68674 Ha
net charge = 0
Kohn-Sham gap = 9.15 eV
relative energy (zero: lowest compared OMol25 entry of this formula, charge and spin) = 55.7 kcal per mole

XYZ file:
```
16
Properties=species:S:1:pos:R:3:lowdin_charge:R:1
O -0.710 -2.905 -0.309 0.06
C -0.210 -1.855 -0.009 -0.25
C -0.596 -0.525 -0.696 -0.26
C 0.753 0.005 -1.227 -0.05
C 1.475 0.869 -0.498 -0.08
C 1.082 1.143 0.901 -0.07
C -0.223 0.945 1.247 -0.08
C -1.281 0.422 0.344 -0.16
H 0.568 -1.811 0.733 0.12
H -1.421 -0.815 -1.486 0.18
H 0.857 -0.254 -2.226 0.08
H 2.362 1.355 -0.922 0.11
H 1.847 1.403 1.499 0.06
H -0.642 1.259 2.242 0.12
H -1.901 1.044 -0.318 0.13
H -1.961 -0.281 0.725 0.09
```

=====

(2)
ORCA calculation (ωB97M-V/def2-TZVPD) on a molecular structure, C7H8O at a distorted geometry.

Values from the calculation:
multiplicity = 1
molecular weight = 108.1 g mol⁻¹
energy = -346.61040 Ha
net charge = 0
Kohn-Sham gap = 10.34 eV
relative energy (zero: lowest compared OMol25 entry of this formula, charge and spin) = 103.6 kcal per mole

XYZ file:
```
16
Properties=species:S:1:pos:R:3:lowdin_charge:R:1
C -1.376 -0.647 -0.144 -0.43
C -0.499 0.409 -1.006 -0.12
C -0.957 1.210 0.129 -0.13
C -0.752 -0.062 0.948 -0.17
C 0.806 -0.278 0.794 -0.16
C 1.408 -1.218 -0.231 -0.10
C 1.059 0.192 -0.673 -0.13
H -0.727 0.744 -1.937 0.10
H -0.465 2.155 0.403 0.14
H -1.917 1.569 -0.146 0.12
H -1.121 -0.014 1.960 0.15
H 1.410 0.050 1.727 0.16
H 0.866 -2.082 -0.326 0.07
H 2.485 -1.460 -0.097 0.12
H 2.026 0.807 -1.116 0.19
O -2.245 -1.374 -0.285 0.20
```

=====

(3)
ORCA calculation (ωB97M-V/def2-TZVPD) on C7H8O in the gas phase at a distorted geometry.

Values from the calculation:
multiplicity = 1
SMILES string = O=CC1=CCCC=C1
molecular weight = 108.1 g mol⁻¹
energy = -346.71892 Ha
net charge = 0
Kohn-Sham gap = 8.37 eV
relative energy (zero: lowest compared OMol25 entry of this formula, charge and spin) = 35.5 kcal per mole

XYZ file:
```
16
Properties=species:S:1:pos:R:3:lowdin_charge:R:1
O -3.279 -0.410 0.249 0.06
C -2.497 0.442 -0.059 -0.25
C -1.069 0.210 -0.073 -0.24
C -0.604 -1.062 -0.017 0.02
C 0.847 -1.304 -0.236 -0.17
C 1.737 -0.146 0.275 -0.19
C 1.118 1.192 0.040 -0.07
C -0.225 1.320 -0.106 -0.08
H -2.846 1.458 -0.389 0.13
H -1.191 -1.959 0.068 0.12
H 1.170 -2.164 0.323 0.10
H 1.111 -1.558 -1.255 0.12
H 2.764 -0.179 -0.076 0.11
H 1.848 -0.244 1.383 0.13
H 1.751 2.073 0.089 0.10
H -0.636 2.330 -0.217 0.11
```

=====

(4)
ORCA calculation (ωB97M-V/def2-TZVPD) on C7H8O in the gas phase at a distorted geometry.

Values from the calculation:
multiplicity = 1
SMILES string = C=C1C=CO[C@@H]2C[C@@H]12
molecular weight = 108.1 g mol⁻¹
energy = -346.46134 Ha
net charge = 0
Kohn-Sham gap = 9.44 eV
relative energy (zero: lowest compared OMol25 entry of this formula, charge and spin) = 197.1 kcal per mole

XYZ file:
```
16
Properties=species:S:1:pos:R:3:lowdin_charge:R:1
C -2.169 -0.293 -0.195 0.04
C -0.900 -0.290 0.456 -0.29
C 0.032 -1.443 0.240 -0.13
C 1.290 -1.413 0.085 -0.15
O 1.996 -0.189 -0.178 -0.02
C 0.848 0.526 -0.538 -0.30
C 0.521 1.867 0.098 0.00
C 0.103 0.644 0.708 -0.34
H -3.086 -0.967 -0.854 0.15
H -2.305 0.908 -0.444 0.09
H -0.115 -2.588 0.535 0.16
H 1.940 -2.369 -0.367 0.19
H 0.233 0.366 -1.407 0.17
H 1.271 2.244 0.798 0.12
H -0.265 2.446 -0.579 0.15
H 0.607 0.552 1.642 0.16
```

=====

(5)
ORCA calculation (ωB97M-V/def2-TZVPD) on C7H8O in the gas phase at a distorted geometry.

Values from the calculation:
multiplicity = 1
SMILES string = O[C@H]1C#CCCC=C1
molecular weight = 108.1 g mol⁻¹
energy = -346.59865 Ha
net charge = 0
Kohn-Sham gap = 10.06 eV
relative energy (zero: lowest compared OMol25 entry of this formula, charge and spin) = 111.0 kcal per mole

XYZ file:
```
16
Properties=species:S:1:pos:R:3:lowdin_charge:R:1
O 2.921 -0.035 0.398 -0.03
C 1.805 0.013 -0.392 -0.40
C 1.015 -1.252 -0.179 0.03
C -0.146 -1.302 0.149 -0.06
C -1.613 -1.306 0.314 -0.14
C -1.698 0.268 0.116 -0.17
C -0.483 1.216 0.167 -0.11
C 0.814 1.174 -0.032 -0.05
H 3.490 -0.776 0.209 0.09
H 2.169 -0.009 -1.453 0.15
H -2.231 -1.783 -0.428 0.10
H -1.944 -1.716 1.255 0.10
H -2.078 0.466 -0.959 0.14
H -2.581 0.651 0.724 0.12
H -0.793 2.276 0.156 0.11
H 1.352 2.115 -0.045 0.10
```

=====

(6)
ORCA calculation (ωB97M-V/def2-TZVPD) on a molecular structure, C7H8O at a distorted geometry.

Values from the calculation:
multiplicity = 1
molecular weight = 108.1 g mol⁻¹
energy = -346.52452 Ha
net charge = 0
Kohn-Sham gap = 8.64 eV
relative energy (zero: lowest compared OMol25 entry of this formula, charge and spin) = 157.5 kcal per mole

XYZ file:
```
16
Properties=species:S:1:pos:R:3:lowdin_charge:R:1
C 1.927 0.535 -1.530 -0.04
C 0.720 -0.088 -0.701 -0.17
C -0.580 -0.340 -1.095 0.00
C -1.394 -0.164 0.154 -0.24
C -0.475 -1.170 1.000 -0.03
C 0.465 0.014 0.716 -0.37
C -0.653 0.860 0.890 -0.19
H 2.722 1.213 -0.794 0.17
H -1.173 -0.071 -2.127 0.18
H -2.463 -0.197 0.163 0.13
H -0.212 -2.092 0.183 0.18
H -0.844 -1.429 1.931 0.08
H 1.234 0.197 1.530 0.17
H -0.675 1.916 0.499 0.15
H -0.800 0.906 1.930 0.11
O 2.201 -0.092 -2.748 -0.12
```

=====

(7)
ORCA calculation (ωB97M-V/def2-TZVPD) on C7H8O2S in the gas phase at a distorted geometry.

Values from the calculation:
multiplicity = 1
molecular weight = 156.2 g mol⁻¹
energy = -819.98088 Ha
net charge = 0
Kohn-Sham gap (alpha / beta) = 7.05 / 6.46 eV
relative energy (zero: lowest compared OMol25 entry of this formula, charge and spin) = 128.5 kcal per mole

XYZ file:
```
18
Properties=species:S:1:pos:R:3:lowdin_charge:R:1
C 0.203 -2.404 0.020 0.12
C 0.928 -1.417 0.189 -0.19
C -2.189 1.092 0.225 -0.16
C -0.858 1.634 0.507 -0.42
C -2.620 0.007 -0.400 -0.20
C 1.613 -0.226 0.451 -0.53
C 3.139 -0.087 0.336 -0.29
O -3.948 -0.270 -0.476 0.00
O 3.533 0.081 -1.019 -0.07
S 0.823 1.326 0.377 1.04
H -0.347 -3.171 -0.365 0.00
H -3.059 1.773 0.255 0.11
H -0.897 2.711 0.874 0.06
H -2.156 -0.909 -0.675 0.10
H 3.639 -1.025 0.737 0.14
H 3.443 0.909 0.739 0.11
H -4.408 0.578 -0.239 0.11
H 3.163 -0.601 -1.535 0.06
```

=====

(8)
ORCA calculation (ωB97M-V/def2-TZVPD) on C7H8OS in the gas phase at a distorted geometry.

Values from the calculation:
multiplicity = 1
molecular weight = 140.2 g mol⁻¹
energy = -744.80600 Ha
net charge = 0
Kohn-Sham gap (alpha / beta) = 7.32 / 7.91 eV
relative energy (zero: lowest compared OMol25 entry of this formula, charge and spin) = 66.5 kcal per mole

XYZ file:
```
17
Properties=species:S:1:pos:R:3:lowdin_charge:R:1
C 0.611 1.809 0.209 -0.05
C -0.464 1.360 0.872 -0.08
C 1.346 1.476 -1.027 -0.49
C -1.275 0.076 0.756 -0.21
C 0.504 1.067 -2.217 -0.25
C -0.799 -0.681 -0.445 -0.52
C 0.364 -1.600 -0.484 -0.13
O 2.534 1.687 -1.238 0.06
S -1.050 0.188 -2.025 0.92
H 1.038 2.705 0.663 0.12
H -0.704 2.044 1.727 0.12
H -1.238 -0.413 1.694 0.10
H -2.291 0.267 0.472 0.10
H 1.065 0.914 -3.081 0.04
H 1.273 -1.003 -0.302 0.09
H 0.340 -2.203 -1.422 0.08
H 0.182 -2.480 0.214 0.10
```

=====

Look up the energy of the first one.
-346.68674 Ha